Entry 1:
Below is a molecular structure, C42H61F3N2O3P2S2SiSr in a non-equilibrium geometry, with properties calculated with ωB97M-V/def2-TZVPD.

The geometry in ORCA input format:
```
! wB97M-V def2-TZVPD RIJCOSX def2/J DEFGRID3
* xyz -2 1
Sr -10.681 -17.080 15.151
C -6.536 -13.741 10.805
Si -4.673 -13.811 10.685
C -3.969 -14.397 9.098
C -3.287 -13.524 8.335
C -2.953 -13.810 7.015
C -3.646 -14.803 6.353
C -4.361 -15.739 7.130
C -4.394 -15.637 8.508
P -4.689 -16.987 9.775
C -3.719 -18.269 8.983
C -2.644 -18.872 9.944
C -2.501 -20.364 10.026
C -2.264 -21.002 8.661
C -3.293 -20.374 7.666
C -4.373 -19.412 8.255
C -6.563 -17.279 9.727
C -7.184 -17.363 8.320
C -8.577 -18.032 8.438
C -8.523 -19.460 8.878
C -8.131 -19.462 10.373
C -6.953 -18.506 10.661
C -4.174 -11.992 10.753
C -4.354 -10.782 10.113
C -3.719 -9.646 10.567
C -2.636 -9.804 11.518
C -2.448 -11.025 12.247
C -3.372 -12.102 11.942
P -3.608 -13.705 12.671
C -2.325 -15.050 12.900
C -1.305 -14.912 11.675
C 0.138 -15.194 12.078
C 0.354 -16.344 13.140
C -0.615 -16.315 14.330
C -1.603 -15.214 14.272
C -4.838 -13.624 14.032
C -4.421 -12.430 15.025
C -5.676 -12.153 15.863
C -6.535 -13.434 16.141
C -5.712 -14.747 16.152
C -5.082 -15.022 14.745
H -6.844 -12.710 10.784
H -6.858 -14.258 11.732
H -6.903 -14.206 9.898
H -2.816 -12.650 8.759
H -2.344 -13.068 6.451
H -3.569 -14.977 5.247
H -4.881 -16.550 6.591
H -3.225 -17.710 8.166
H -2.794 -18.540 10.990
H -1.657 -18.450 9.667
H -3.414 -20.853 10.440
H -1.729 -20.636 10.735
H -2.476 -22.093 8.703
H -1.257 -20.802 8.327
H -3.867 -21.148 7.155
H -2.773 -19.769 6.904
H -5.041 -20.014 8.957
H -5.006 -19.061 7.443
H -6.980 -16.407 10.289
H -6.569 -17.962 7.659
H -7.291 -16.333 7.903
H -9.231 -17.808 7.612
H -9.137 -17.502 9.237
H -7.815 -19.859 8.145
H -9.488 -20.011 8.760
H -7.879 -20.466 10.718
H -9.027 -19.173 10.992
H -6.100 -19.116 10.740
H -7.142 -18.141 11.730
H -4.834 -10.698 9.102
H -4.025 -8.664 10.218
H -1.988 -8.960 11.675
H -1.517 -11.154 12.809
H -2.921 -15.987 12.711
H -1.440 -13.921 11.318
H -1.589 -15.582 10.893
H 0.543 -14.265 12.553
H 0.749 -15.479 11.225
H 1.379 -16.207 13.563
H 0.267 -17.383 12.640
H -0.046 -16.228 15.313
H -1.129 -17.306 14.330
H -1.094 -14.252 14.390
H -2.358 -15.310 15.149
H -5.841 -13.298 13.573
H -4.154 -11.525 14.532
H -3.613 -12.704 15.695
H -6.395 -11.431 15.395
H -5.442 -11.581 16.771
H -7.306 -13.574 15.367
H -7.201 -13.230 16.967
H -6.421 -15.565 16.397
H -5.031 -14.736 16.994
H -5.771 -15.622 14.068
H -4.100 -15.509 14.821
F -7.486 -18.416 15.130
C -8.776 -19.056 15.214
F -8.605 -19.887 16.333
F -8.832 -19.882 14.132
C -10.787 -15.246 11.434
C -11.435 -16.530 11.799
N -10.771 -17.539 12.451
C -11.534 -18.693 12.305
C -12.684 -18.375 11.647
N -12.657 -17.010 11.389
H -10.805 -15.033 10.373
H -9.788 -15.411 11.778
H -11.243 -14.456 11.980
H -11.139 -19.697 12.533
H -13.547 -19.006 11.493
H -13.536 -16.489 11.051
O -10.320 -13.297 16.484
S -10.774 -14.246 15.523
O -11.581 -15.338 16.250
O -9.603 -15.067 14.896
S -11.841 -13.596 14.029
*
```

- Gap between HOMO and LUMO (alpha / beta): 2.16 / 2.72 eV
- Relative energy (zero: lowest compared OMol25 entry of this formula, charge and spin): 0.0 kcal/mol

---

Entry 2:
Below is a molecular structure, C28H27N4O6S2Sr in a non-equilibrium geometry, with properties calculated with ωB97M-V/def2-TZVPD.

The geometry in ORCA input format:
```
! wB97M-V def2-TZVPD RIJCOSX def2/J DEFGRID3
* xyz -1 1
Sr 1.052 -0.014 1.204
C 5.632 0.739 -1.091
C 4.456 1.089 -0.187
O 3.486 0.371 -0.091
N 4.627 2.247 0.488
C 3.573 2.850 1.280
C 2.641 3.666 0.423
C 2.379 5.007 0.706
C 1.547 5.720 -0.137
C 1.015 5.077 -1.246
C 1.362 3.751 -1.461
N 2.166 3.069 -0.664
H 5.599 -0.323 -1.316
H 6.580 0.990 -0.624
H 5.540 1.297 -2.021
H 5.397 2.842 0.223
H 4.020 3.481 2.051
H 3.018 2.042 1.768
H 2.810 5.471 1.580
H 1.315 6.759 0.063
H 0.350 5.590 -1.925
H 0.990 3.205 -2.319
O -6.203 3.373 -0.839
C -5.106 3.975 -0.180
C -3.904 3.063 -0.199
C -2.623 3.578 -0.054
C -1.549 2.695 -0.106
N -1.682 1.398 -0.273
C -2.906 0.883 -0.379
C -4.045 1.695 -0.362
C -2.974 -0.580 -0.500
C -4.189 -1.278 -0.510
C -4.180 -2.660 -0.602
C -5.467 -3.447 -0.613
O -5.573 -4.339 0.478
C -2.947 -3.305 -0.663
C -1.793 -2.533 -0.657
N -1.806 -1.216 -0.587
H -6.943 3.986 -0.832
H -5.375 4.201 0.865
H -4.838 4.921 -0.675
H -2.450 4.630 0.109
H -0.541 3.053 -0.001
H -5.038 1.294 -0.487
H -5.133 -0.759 -0.458
H -5.509 -4.075 -1.508
H -6.330 -2.762 -0.627
H -5.354 -3.853 1.281
H -2.892 -4.380 -0.724
H -0.808 -2.980 -0.715
C 1.614 -2.281 0.300
C 1.984 -3.422 0.107
C 2.392 -4.767 -0.127
C 3.552 -5.055 -0.851
C 3.938 -6.363 -1.072
C 3.177 -7.412 -0.576
C 2.022 -7.140 0.141
C 1.631 -5.833 0.362
H 4.142 -4.237 -1.237
H 4.835 -6.576 -1.641
H 3.482 -8.436 -0.749
H 1.422 -7.956 0.524
H 0.733 -5.615 0.920
O 2.110 0.596 3.099
S 0.749 1.025 3.518
O -0.202 -0.012 3.054
O 0.647 1.337 4.930
S 0.374 2.638 2.412
*
```

- Gap between HOMO and LUMO: 6.74 eV
- Relative energy (zero: lowest compared OMol25 entry of this formula, charge and spin): 48.4 kcal/mol

---

Entry 3:
Below is a molecular structure, C47H43IN2O4PPtTe, with properties calculated with ωB97M-V/def2-TZVPD.

The geometry in ORCA input format:
```
! wB97M-V def2-TZVPD RIJCOSX def2/J DEFGRID3
* xyz 2 2
Pt -0.428 1.714 -1.065
I -1.510 3.782 -2.132
C -2.135 5.152 -0.689
C -3.201 5.908 -1.083
C -3.605 7.010 -0.307
C -2.897 7.328 0.809
C -1.792 6.548 1.229
C -1.074 6.943 2.381
C 0.001 6.228 2.816
C 0.356 5.054 2.138
C -0.318 4.610 1.018
P 0.258 2.926 0.638
C 2.050 3.011 0.550
C 2.616 3.540 -0.610
C 3.990 3.662 -0.713
C 4.804 3.247 0.334
C 4.244 2.723 1.490
C 2.867 2.607 1.605
C -0.267 1.956 2.066
C 0.346 0.736 2.375
C -0.143 -0.035 3.417
C -1.258 0.384 4.137
C -1.875 1.584 3.825
C -1.380 2.371 2.795
C -1.393 5.391 0.496
H -3.733 5.682 -1.998
H -4.452 7.603 -0.622
H -3.165 8.193 1.403
H -1.393 7.835 2.905
H 0.562 6.536 3.686
H 1.177 4.472 2.540
H 1.985 3.855 -1.434
H 4.427 4.076 -1.611
H 5.879 3.339 0.249
H 4.878 2.413 2.310
H 2.440 2.223 2.523
H 1.216 0.405 1.820
H 0.348 -0.960 3.684
H -1.640 -0.229 4.942
H -2.745 1.911 4.378
H -1.872 3.306 2.561
C -2.962 -6.531 3.391
C -2.328 -5.457 2.556
C -1.127 -4.868 2.933
C -0.529 -3.868 2.172
C 0.845 -3.400 2.577
C -1.197 -3.471 1.012
Te -0.270 -1.809 -0.079
N 0.622 0.033 -0.970
C 1.878 -0.418 -0.904
O 2.083 -1.546 -0.369
C 3.009 0.317 -1.522
C 2.798 1.239 -2.546
C 3.879 1.860 -3.150
C 5.168 1.578 -2.720
C 5.382 0.666 -1.695
C 4.307 0.024 -1.104
C -0.332 -2.708 -1.984
C 0.366 -3.920 -2.079
C 1.136 -4.568 -0.956
C 0.370 -4.573 -3.307
C -0.291 -4.070 -4.416
C -0.284 -4.796 -5.729
C -0.951 -2.853 -4.284
C -0.985 -2.143 -3.092
C -1.759 -0.849 -3.097
C -2.393 -4.039 0.573
C -3.119 -3.674 -0.693
C -2.931 -5.038 1.374
H -2.431 -6.673 4.330
H -2.962 -7.482 2.855
H -4.000 -6.285 3.614
H -0.626 -5.207 3.833
H 1.604 -4.068 2.166
H 0.954 -3.420 3.661
H 1.098 -2.392 2.238
H 1.795 1.440 -2.893
H 3.718 2.556 -3.963
H 6.012 2.062 -3.196
H 6.389 0.442 -1.369
H 4.461 -0.705 -0.319
H 1.684 -3.847 -0.345
H 1.881 -5.243 -1.374
H 0.483 -5.156 -0.311
H 0.917 -5.505 -3.393
H 0.224 -5.755 -5.651
H 0.223 -4.203 -6.492
H -1.302 -4.973 -6.076
H -1.457 -2.433 -5.145
H -1.957 -0.551 -4.124
H -1.205 -0.039 -2.620
H -2.719 -0.944 -2.587
H -2.804 -2.724 -1.121
H -4.189 -3.608 -0.499
H -2.958 -4.446 -1.449
H -3.866 -5.494 1.064
O -3.256 -1.281 1.387
N -2.946 -0.378 0.664
O -3.429 0.718 0.576
O -1.889 -0.568 -0.209
*
```

- Gap between HOMO and LUMO (alpha / beta): 6.34 / 6.49 eV
- Relative energy (zero: lowest compared OMol25 entry of this formula, charge and spin): 35.9 kcal/mol

---

> What is the relative energy (zero: lowest compared OMol25 entry of this formula, charge and spin) in the first record?

0.0 kcal/mol